Here is the molecule C5H11NOS from the Open Molecules 2025 dataset. Energies are from the ωB97M-V functional and the def2-TZVPD basis.

HOMO-LUMO gap = 10.014 eV
E = -19735.180 eV
Highest occupied orbital energy = -9.327 eV
ΔE to the lowest compared entry with this formula, charge and spin = 1.9152 eV
SMILES = C[C@@H](CCS)NC=O

Last column: natural (NBO) charge in e.
CARTESIAN COORDINATES (ANGSTROEM)
1 O -1.63 -2.85 -0.78  -0.615
2 C -1.20 -1.67 -0.60  0.520
3 N -0.31 -1.42 0.41  -0.636
4 C 0.06 -0.16 1.04  -0.046
5 C 1.37 0.52 0.41  -0.418
6 C 1.09 0.81 -1.01  -0.436
7 S -0.11 2.33 -1.14  -0.122
8 C 0.44 -0.43 2.52  -0.627
9 H -1.46 -0.75 -1.21  0.126
10 H -0.02 -2.27 0.90  0.404
11 H -0.88 0.47 0.95  0.216
12 H 1.81 1.28 1.00  0.222
13 H 2.11 -0.45 0.54  0.205
14 H 0.57 0.11 -1.55  0.212
15 H 1.92 1.15 -1.53  0.218
16 H 0.69 3.11 -0.36  0.123
17 H -0.43 -0.13 3.08  0.227
18 H 0.72 -1.43 2.76  0.211
19 H 1.42 0.02 2.82  0.215